1.
A structure of composition C10H19BiCl2NO in a non-equilibrium geometry. Source: the OMol25 dataset; level of theory: wB97M-V/def2-TZVPD.

Properties
* E_LUMO (spin up / spin down): 0.099 / 0.099 Ha
* gap between HOMO and LUMO (spin up / spin down): 5.5 / 5.5 eV
* relative energy (zero: lowest compared OMol25 entry of this formula, charge and spin): 146.17 kJ/mol

The geometry in ORCA input format:
```
! wB97M-V def2-TZVPD RIJCOSX def2/J DEFGRID3
* xyz -1 1
Bi 1.7889 -0.5547 -0.8575
Cl -0.2503 -2.1704 -1.0211
Cl 1.7026 1.6676 0.3599
O -0.2616 -0.7885 2.2156
N -1.3273 -0.4769 4.2129
C 0.4705 -0.1461 -3.4797
C -0.8201 -0.1602 -4.3427
C 3.8595 -1.2180 -0.7822
C -0.7988 1.4342 -1.9958
C -2.1132 0.7910 -2.3223
C 0.3397 0.9518 -2.3975
C -1.2273 -0.3730 2.8578
C -2.0750 -0.2420 -3.4718
C -2.4015 0.1741 4.9512
C -0.2687 -1.1382 4.9486
H -0.5341 -1.1015 6.0047
H 0.5305 -1.1647 -3.0030
H -0.7901 2.2722 -1.2911
H 1.3878 1.3332 -2.0586
H -0.1724 -2.1801 4.6223
H 4.0756 -1.7643 -1.6951
H -3.3774 -0.2117 4.6301
H 4.6184 -0.4536 -0.7587
H -2.1211 -1.2167 -2.9732
H -2.1197 0.1030 2.3916
H -0.8565 0.7606 -4.9318
H -2.3276 0.2643 -1.3925
H 1.3908 -0.0177 -4.1052
H -3.0032 1.4656 -2.4398
H -2.3968 1.2595 4.7818
H -2.2521 -0.0315 6.0144
H 0.6951 -0.6411 4.7859
H -2.9757 -0.1288 -4.0786
H -0.8069 -1.0074 -5.0358
*
```

Taken from the natural (NBO) analysis, the atomic charges in e are: Bi 1.37; Cl -0.75; Cl -0.67; O -0.58; N -0.45; C -0.50; C -0.39; C -1.24; C -0.18; C -0.44; C -0.29; C 0.53; C -0.41; C -0.40; C -0.41; H 0.18; H 0.25; H 0.22; H 0.23; H 0.21; H 0.17; H 0.20; H 0.18; H 0.23; H 0.11; H 0.18; H 0.23; H 0.21; H 0.19; H 0.20; H 0.20; H 0.22; H 0.19; H 0.20


2.
A structure of composition C38H48N4O3Pt in a non-equilibrium geometry. Source: the OMol25 dataset; level of theory: wB97M-V/def2-TZVPD.

Properties
* E_LUMO (spin up / spin down): -0.491 / -0.547 Ha
* ⟨S²⟩: 6.0660
* gap between HOMO and LUMO (spin up / spin down): 6.0 / 4.5 eV

The geometry in ORCA input format:
```
! wB97M-V def2-TZVPD RIJCOSX def2/J DEFGRID3
* xyz 4 5
Pt 2.2912 -0.2444 2.4765
O 0.3688 0.5592 2.5912
O 1.2534 -2.6904 -0.4146
O 0.4126 -2.2569 3.3786
N 4.1471 -0.9631 2.5303
N -0.1458 -0.4914 0.0908
N 3.3002 1.4544 2.0936
N 1.4394 -1.9691 3.0212
C 5.7889 -2.6625 2.8028
C -0.7252 0.8196 2.0159
C -4.8497 1.0801 0.4241
C -3.4245 1.0111 0.9670
C -0.5258 -0.1340 -2.2699
C 0.6923 -2.1914 -1.3469
C 0.2502 -5.1297 -2.1836
C -1.7098 1.6747 2.6649
C -2.3556 0.5973 -4.4976
C -2.4533 0.2666 0.3161
C 4.4730 -2.2543 2.6776
C -5.3900 -0.3487 0.2498
C -2.2190 3.8205 3.8356
C 1.1343 -4.1531 -3.0207
C 4.8697 3.7196 2.0388
C -0.8916 0.1774 -4.7363
C -3.0269 1.6785 2.1241
C -0.4233 -0.6573 -3.5664
C -5.7806 1.8634 1.3474
C 1.0197 -4.5145 -4.5042
C 0.0089 1.4358 -4.7787
C 6.7944 -1.7109 2.7712
C -2.0701 1.6068 5.0484
C 4.6373 1.3518 2.2919
C 5.1232 -0.0213 2.4935
C 2.6237 -4.2863 -2.5887
C 0.1151 -1.9577 -3.7510
C 2.7509 2.6499 1.8461
C 3.5056 3.8048 1.8005
C -1.0915 0.2217 0.7395
C -0.0607 -0.8782 -1.1243
C 0.6472 -2.7789 -2.7461
C 0.0178 2.7674 4.2309
C -4.7821 1.7825 -0.9451
C -1.4483 2.4758 3.8965
C 5.4421 2.4782 2.2802
C 6.4550 -0.3742 2.6068
C -0.7869 -0.5621 -6.0710
H -2.6814 1.1961 -5.3479
H -0.0138 -4.4912 -4.8570
H -4.8379 -0.9245 -0.4980
H -3.7825 2.2296 2.6663
H -2.4765 1.2190 -3.6064
H 3.0292 4.7529 1.5944
H -1.9823 2.2005 5.9602
H 0.1196 -2.3497 -4.7569
H 7.2271 0.3807 2.5702
H 2.9241 -5.3163 -2.7822
H -0.8074 -5.0299 -2.4320
H 7.8327 -2.0009 2.8692
H 0.5773 1.8782 4.5056
H 2.7733 -4.0959 -1.5333
H -3.0165 -0.2686 -4.4272
H -2.0272 4.3598 2.9067
H -1.1225 0.0998 -6.8671
H -5.8795 1.3930 2.3290
H -3.2946 3.7069 3.9678
H 3.6631 -2.9678 2.6984
H -0.9195 0.8668 -2.1355
H 1.6824 2.6614 1.6841
H 0.0366 3.4407 5.0857
H -4.4268 2.8106 -0.8547
H 3.2664 -3.6232 -3.1689
H -4.1365 1.2422 -1.6457
H 1.0561 1.1748 -4.9390
H -5.3923 -0.8980 1.1928
H -6.4205 -0.2871 -0.0994
H 5.4855 4.6100 2.0353
H -3.1258 1.3891 4.8851
H -6.7751 1.8907 0.9057
H 0.5614 -6.1422 -2.4404
H -1.4238 -1.4493 -6.1016
H 6.0078 -3.7138 2.9285
H 0.5246 3.2791 3.4091
H 6.5039 2.3956 2.4605
H -5.7817 1.8096 -1.3784
H 0.3892 -4.9909 -1.1129
H -1.8729 4.4429 4.6589
H -1.5234 0.6732 5.1823
H -5.4635 2.9019 1.4724
H 1.6358 -3.8690 -5.1339
H -0.0736 2.0446 -3.8750
H -0.3160 2.0514 -5.6176
H -2.7434 -0.3698 -0.5150
H 1.3790 -5.5332 -4.6408
H 0.2405 -0.8466 -6.3081
*
```

Taken from the Mulliken analysis, the atomic charges in e are: Pt 0.97; O -0.95; O -0.52; O -0.11; N -0.08; N 0.18; N -0.10; N 0.11; C -0.89; C 1.22; C 1.71; C -0.84; C 0.23; C 1.03; C -1.51; C 0.24; C -1.54; C 0.44; C 0.27; C -1.60; C -1.63; C 1.89; C -0.52; C 1.74; C -0.35; C -0.83; C -2.08; C -2.04; C -1.52; C -0.47; C -1.44; C 0.95; C 0.64; C -1.60; C 0.00; C 0.08; C -1.05; C -1.42; C -1.33; C -0.30; C -1.64; C -1.56; C 1.62; C -0.81; C -0.82; C -2.14; H 0.51; H 0.47; H 0.34; H 0.59; H 0.40; H 0.45; H 0.45; H 0.88; H 0.38; H 0.48; H 0.39; H 0.49; H 0.26; H 0.36; H 0.38; H 0.38; H 0.42; H 0.49; H 0.47; H 0.52; H 0.92; H 0.72; H 0.56; H 0.39; H 0.41; H 0.32; H 0.40; H 0.39; H 0.48; H 0.49; H 0.39; H 0.41; H 0.45; H 0.47; H 0.44; H 0.34; H 0.38; H 0.50; H 0.38; H 0.47; H 0.32; H 0.45; H 0.47; H 0.35; H 0.47; H 0.95; H 0.44; H 0.50


3.
A structure of composition C36H44N4P2PtSi2. Source: the OMol25 dataset; level of theory: wB97M-V/def2-TZVPD.

Properties
* E_LUMO (spin up / spin down): 0.021 / -0.018 Ha
* ⟨S²⟩: 2.0095
* gap between HOMO and LUMO (spin up / spin down): 7.2 / 7.5 eV
* relative energy (zero: lowest compared OMol25 entry of this formula, charge and spin): 0.00 kJ/mol

The geometry in ORCA input format:
```
! wB97M-V def2-TZVPD RIJCOSX def2/J DEFGRID3
* xyz 0 3
Pt -1.4440 0.7949 0.6157
P -0.3076 -1.5112 -0.7686
P 1.4015 1.1442 0.3430
Si -3.1801 -2.5787 -0.9611
Si 0.9459 3.8151 1.7558
N -1.8662 -1.5728 -0.5676
N -3.2773 1.5549 1.4110
N 0.6078 2.2877 1.0790
N -3.7637 -0.5759 2.1775
C 1.0737 5.1143 0.4110
C 4.3131 2.8131 -1.9703
C 4.4304 -1.2679 1.6909
C 2.3631 1.7119 -1.0788
C -0.6703 -0.8922 -3.4335
C -3.6239 2.8447 1.2538
C 2.5517 3.8467 2.7333
C 1.1030 -2.8886 1.1963
C 1.2381 -5.2529 -0.2560
C 4.2010 -1.2788 3.0606
C 2.6049 0.2793 1.3962
C 3.1746 -0.5133 3.5991
C 1.6970 -4.0133 1.7530
C 1.9153 -1.5375 -4.2142
C 1.5116 -1.7547 -2.9056
C 3.6330 -0.4933 0.8621
C -5.3885 1.1792 2.4685
C 3.7401 2.7980 -3.2361
C 2.3782 0.2629 2.7693
C 0.1812 -0.0098 -0.0637
C -5.7220 2.4982 2.2976
C -4.8219 3.3643 1.6729
C 2.4815 2.2467 -3.4235
C 1.7654 -5.1936 1.0289
C 0.6485 -4.1302 -0.8135
C 0.2147 -1.4386 -2.5080
C 0.5782 -2.9388 -0.0906
C 1.0260 -0.9981 -5.1341
C -0.4373 4.2749 2.9294
C 3.6271 2.2720 -0.8946
C 1.7913 1.7070 -2.3472
C -3.5142 -3.7842 0.4393
C -4.6960 -1.5073 -1.2195
C -4.1430 0.7179 2.0085
C -2.9437 -3.5894 -2.5274
C -0.2665 -0.6744 -4.7430
H 2.9251 -1.7838 -4.5165
H -2.8828 3.4590 0.7606
H 3.4038 3.5573 2.1131
H -0.9594 -0.2509 -5.4591
H 1.5657 0.8551 3.1731
H -5.0476 4.4088 1.5211
H 1.8900 4.8742 -0.2755
H -4.9381 -0.9289 -0.3249
H -6.6801 2.8612 2.6463
H -2.7997 -2.9499 -3.4005
H 3.8098 -0.4917 -0.2075
H -1.6708 -0.6294 -3.1106
H -6.0650 0.4855 2.9493
H 4.2780 3.2180 -4.0765
H 1.2590 6.1094 0.8236
H -3.6661 -3.2602 1.3864
H 2.2114 -2.1685 -2.1884
H 2.1113 -3.9600 2.7517
H -4.5207 -0.7954 -2.0296
H 5.2939 3.2472 -1.8244
H -3.8245 -4.2112 -2.7079
H 1.0455 -1.9676 1.7655
H 0.1516 5.1521 -0.1738
H 1.3413 -0.8298 -6.1561
H 0.8039 1.2833 -2.4911
H 2.2320 -6.0695 1.4616
H -2.0811 -4.2557 -2.4560
H 2.9956 -0.5214 4.6669
H 4.0754 2.2815 0.0920
H -0.5846 3.4893 3.6743
H -0.2188 5.2074 3.4550
H -2.9759 -0.9015 1.6220
H -4.4832 -1.2491 2.3765
H -1.3808 4.4076 2.3972
H 5.2270 -1.8674 1.2693
H -5.5696 -2.1093 -1.4816
H 4.8236 -1.8832 3.7082
H 0.2462 -4.1760 -1.8184
H 1.2896 -6.1747 -0.8211
H -4.3986 -4.3960 0.2447
H 2.7437 4.8548 3.1101
H -2.6614 -4.4542 0.5750
H 2.0338 2.2323 -4.4091
H 2.5200 3.1691 3.5890
*
```

Taken from the Mulliken analysis, the atomic charges in e are: Pt 0.44; P 1.13; P 1.49; Si -0.20; Si -0.28; N 0.18; N 0.00; N -0.19; N -0.24; C -1.03; C -0.73; C -0.87; C 0.29; C -0.55; C -0.23; C -0.98; C -0.43; C -0.83; C -0.56; C 0.26; C -0.81; C -0.64; C -0.88; C -0.17; C 0.02; C -0.71; C -0.62; C -0.55; C -0.99; C -0.27; C -0.94; C -0.61; C -0.59; C -0.36; C 0.33; C 0.23; C -0.59; C -0.97; C -0.28; C -0.55; C -1.08; C -0.88; C 0.89; C -1.11; C -0.76; H 0.43; H 0.60; H 0.26; H 0.40; H 0.58; H 0.40; H 0.26; H 0.16; H 0.39; H 0.33; H 0.40; H 0.52; H 0.36; H 0.40; H 0.39; H 0.28; H 0.39; H 0.43; H 0.29; H 0.42; H 0.44; H 0.56; H 0.31; H 0.42; H 0.57; H 0.39; H 0.27; H 0.41; H 0.35; H 0.28; H 0.37; H -0.30; H 0.34; H 0.19; H 0.43; H 0.36; H 0.42; H 0.43; H 0.43; H 0.36; H 0.45; H 0.31; H 0.44; H 0.30


Number 1: energy -1657.360083 a.u.. Number 2: energy -2039.245968 a.u.. Number 3: energy -2998.362336 a.u..